Entry 1:
Density functional theory data (ωB97M-V/def2-TZVPD) for a molecular structure, H14NaO7.

Computed properties:
- Net charge: +1
- Relative energy (zero: lowest compared OMol25 entry of this formula, charge and spin): 10.3 kcal per mole
- Kohn-Sham gap: 10.4 eV
- Strongest force on any atom: 0.59 eV/Å
- Highest occupied orbital energy: -13.73 eV

Cartesian coordinates (Å):
O1 -1.41806 -0.54809 1.61010
O2 1.49832 -2.13537 0.77145
H1 -0.87887 2.27735 -2.23794
O3 -0.90540 -2.10827 -1.45759
H2 1.73819 1.04952 -2.64679
H3 2.05563 2.01257 1.43506
H4 -1.65077 -1.47393 1.54006
O4 -1.84324 2.13013 1.44956
Na1 0.24102 -0.29488 -0.20976
O5 1.42840 1.28989 1.45849
H5 1.89750 -2.09032 1.64027
H6 -1.92448 1.22066 1.16235
H7 -0.26306 -2.78939 -1.65688
O6 -1.31435 1.49425 -1.90128
O7 1.79638 0.34809 -1.99807
H8 -2.24868 1.68850 -1.97566
H9 2.64042 0.48769 -1.56873
H10 -1.58773 -2.22087 -2.11939
H11 -0.92021 2.34349 1.31268
H12 -1.38268 -0.38010 2.55178
H13 1.69129 0.76844 2.21691
H14 1.35043 -3.06942 0.62343

Atom charges from the Mulliken analysis, given in e for atoms 1 to 5: number 1, O, carries -0.603; number 2, O, carries -0.548; number 3, H, carries 0.293; number 4, O, carries -0.542; number 5, H, carries 0.293


Entry 2:
Density functional theory data (ωB97M-V/def2-TZVPD) for a molecular structure, H14NaO8 at a distorted geometry.

Computed properties:
- Net charge: -1
- Relative energy (zero: lowest compared OMol25 entry of this formula, charge and spin): 306.3 kcal per mole
- Kohn-Sham gap: 6.9 eV
- Strongest force on any atom: 11.47 eV/Å
- Highest occupied orbital energy: -4.89 eV

Cartesian coordinates (Å):
O1 -0.48581 1.39959 1.51969
O2 -0.34263 -1.87438 -1.09570
H1 0.21800 0.21495 -0.29189
O3 -0.33295 -0.30212 0.32748
O4 1.25069 1.10530 -2.06075
H2 -0.94787 0.26847 -0.68785
H3 -1.20372 1.62952 -1.29936
O5 -2.35757 -0.22331 0.99948
H4 -0.30246 -1.16264 -0.45692
H5 -2.20719 -0.04077 1.92700
H6 2.04173 -0.93581 0.25730
O6 -1.11612 0.70317 -1.52389
H7 2.08962 0.21115 0.62875
O7 1.50872 0.90283 0.31198
H8 0.59826 0.45425 -1.80249
H9 1.21902 1.11038 -3.01741
H10 -0.45133 -2.66515 -0.56741
H11 0.65419 0.47951 0.22954
H12 -0.90780 1.03771 2.29892
Na1 0.47242 -1.39946 1.64102
H13 -0.28935 0.63616 0.97674
O8 2.37699 -1.34427 1.07905
H14 -1.48485 -0.20508 0.60673

Atom charges from the Mulliken analysis, given in e for atoms 1 to 5: number 1, O, carries -0.743; number 2, O, carries -0.729; number 3, H, carries -1.691; number 4, O, carries -1.290; number 5, O, carries -0.566


Energy for the records above, in order: -697.2473; -772.2233 hartree